A | The following is a DFT calculation (the ωB97M-V functional and the def2-TZVPD basis) of C3H5IO in the gas phase.

Gap between HOMO and LUMO   0.347 hartree
Molar mass   183.98 g/mol
SMILES   CC(=O)CI

Each line ends with the natural charge from an NBO analysis.
CARTESIAN COORDINATES (ANGSTROEM)
I  2.56  -0.28  -0.05  0.079
O  -1.16  1.67  -0.43  -0.501
C  0.83  0.60  0.96  -0.656
C  -0.53  0.69  -0.22  0.644
C  -0.74  -0.72  -0.70  -0.789
H  0.36  -0.08  1.73  0.226
H  -1.41  -1.39  -0.24  0.260
H  0.10  -1.42  -0.64  0.251
H  -1.22  -0.65  -1.77  0.249
H  1.21  1.57  1.37  0.237



B | The following is a DFT calculation (the ωB97M-V functional and the def2-TZVPD basis) of 2 unconnected molecules or ions with the total composition C3H5IO.

Gap between HOMO and LUMO   0.332 hartree
Molar mass   183.98 g/mol

Each line ends with the natural charge from an NBO analysis.
CARTESIAN COORDINATES (ANGSTROEM)
I  -0.50  2.31  1.01  0.026
O  -0.91  -1.47  -1.04  -0.500
C  -0.20  -0.69  -0.54  0.700
C  -1.13  0.24  1.06  -0.664
C  1.16  -0.20  -0.74  -0.791
H  1.33  0.11  -1.78  0.259
H  -2.14  0.28  0.85  0.207
H  1.23  0.70  -0.10  0.265
H  1.70  -1.17  -0.67  0.270
H  -0.55  -0.11  1.95  0.228



Relative energies, in kcal/mol, with the most stable structure set to zero: A 0.0; B 20.0.